No. 1
Density functional theory data (wB97M-V/def2-TZVPD) for 3 unconnected molecules or ions with the total composition C5H11NO2 in a non-equilibrium geometry.

XYZ file:
```
19
Properties=species:S:1:pos:R:3:forces:R:3
O -2.0063 1.8082 1.2844 0.085 -0.262 -0.086
C -1.3842 2.8960 1.2454 -0.120 0.166 0.115
N -1.9277 4.0870 1.3739 -0.163 -0.172 -0.100
C 2.3044 -2.2639 0.3591 -0.545 -0.657 0.071
C 1.0858 -1.9714 -0.4264 1.013 0.158 -0.217
C 1.0361 -2.2316 -1.7971 -0.596 0.196 -1.076
C 2.0314 -2.7310 -2.5870 0.032 -0.108 0.664
H -1.2115 4.7953 1.2824 0.180 0.114 0.032
H -0.2859 2.8427 1.1141 0.178 -0.016 -0.059
H 2.0608 -2.3725 1.4125 0.192 0.260 0.078
H 2.7225 -3.2094 0.0080 0.126 0.021 0.076
H 0.2343 -1.4993 0.0508 -0.072 -0.047 0.003
H 3.0849 -1.5142 0.2046 -0.136 0.233 0.124
H 0.1402 -1.9692 -2.3501 -0.195 0.019 0.354
H 3.0041 -3.0139 -2.2073 0.030 -0.004 0.048
H 1.8603 -2.8937 -3.6414 -0.012 0.122 -0.038
H -4.0970 2.3225 1.5005 -0.492 0.737 0.127
H -3.9813 3.7996 1.5637 0.080 0.065 0.022
O -4.6710 3.1189 1.6099 0.416 -0.825 -0.138
```
Positions in Å, forces in eV/Å.

As for the LUMO energy: -4.70 eV. For the energy relative to the best compared isomer or geometry (same formula, charge and spin), the calculation gives 153.6 kcal per mole. Its gap between HOMO and LUMO is 2.110 eV. As for the HOMO energy: -6.813 eV.


No. 2
Density functional theory data (wB97M-V/def2-TZVPD) for a molecular structure, C5H12O in a non-equilibrium geometry.

XYZ file:
```
18
Properties=species:S:1:pos:R:3:forces:R:3
C 0.1107 1.9071 -0.1254 0.015 -0.474 -0.341
C -0.8369 1.0096 0.7572 0.192 0.958 -1.378
C 0.1473 0.1212 1.3777 -1.571 -1.265 -0.756
C 0.5794 -1.1483 0.8274 -1.590 0.506 3.750
C -0.1031 -2.0365 -0.1228 -1.220 0.848 -0.524
H 0.4064 1.1437 -0.9113 0.100 0.982 -0.116
H -0.5201 2.6262 -0.6451 0.304 0.270 0.115
H 1.0046 2.3347 0.3429 -0.467 0.223 0.313
H -1.5056 1.6105 1.3822 0.494 -0.380 0.457
H -1.4019 0.5651 -0.0622 -0.284 -0.586 0.441
H 0.6855 0.6045 2.1885 0.393 -0.584 0.042
H 0.9714 -0.1043 0.3594 1.618 0.137 -1.025
H 1.1652 -1.6007 1.6283 1.137 0.170 -0.858
H -0.2820 -1.3971 -1.0321 0.495 -0.368 -0.460
H 0.4053 -2.9735 -0.2942 0.351 0.070 -0.121
H 0.3594 -0.2078 -2.9443 -0.001 0.024 0.050
H -1.1206 -2.2553 0.2189 0.102 -0.009 0.322
O 0.0721 0.0351 -2.0595 -0.068 -0.523 0.087
```
Positions in Å, forces in eV/Å.

As for the LUMO energy: -0.66 eV. For the energy relative to the best compared isomer or geometry (same formula, charge and spin), the calculation gives 134.6 kcal per mole. Its gap between HOMO and LUMO is 6.593 eV. As for the HOMO energy: -7.249 eV.


No. 3
Density functional theory data (wB97M-V/def2-TZVPD) for a molecular structure, C24H50N2O2P2Ti in a non-equilibrium geometry.

XYZ file:
```
81
Properties=species:S:1:pos:R:3:forces:R:3
Ti 0.3427 0.0807 -0.4582 -0.449 0.199 0.550
C 0.9762 -1.6201 -1.3721 2.849 -7.312 -3.599
O 1.3454 -2.6309 -1.8260 -1.990 5.195 2.370
C -0.4458 1.5365 0.7322 -2.689 7.815 2.966
O -0.8940 2.4286 1.3348 2.132 -4.067 -3.048
P -1.7347 -0.0019 -1.8497 -2.580 -0.599 -1.809
C -3.2483 -0.7336 -1.0277 0.103 -0.070 0.905
H -4.0766 -0.6330 -1.7380 0.398 0.196 -0.013
C -2.3636 1.6148 -2.5949 0.333 1.347 0.376
H -2.1988 2.3272 -1.7753 -0.015 0.085 -0.151
C -1.5390 -1.0969 -3.3636 0.739 -0.699 -0.224
H -1.2683 -2.0616 -2.9167 -0.158 -0.043 -0.007
C 3.9354 -0.5727 -0.2588 -0.001 -0.500 -1.179
P 2.5403 0.2018 0.7325 2.298 -0.107 1.477
H 3.5177 -0.3253 2.8919 -0.058 0.257 -0.354
H 3.5867 -1.6060 -0.3793 0.034 0.046 0.110
C 3.2312 1.9108 1.1408 -0.273 1.085 0.132
H 4.3109 1.7169 1.1964 -0.154 -0.398 -0.022
C -1.5943 2.1132 -3.8298 0.409 -0.002 0.079
H -2.0809 1.7840 -4.7536 0.135 -0.007 0.194
H -0.5554 1.7796 -3.8555 -0.076 0.324 -0.030
H -1.5947 3.2098 -3.8341 -0.104 -0.235 0.026
C -3.8664 1.6061 -2.9012 -0.362 -0.634 0.325
H -4.0849 2.3643 -3.6632 0.166 -0.103 0.207
H -4.4625 1.8271 -2.0150 -0.027 -0.006 -0.103
H -4.1890 0.6364 -3.2916 -0.091 0.401 -0.133
C -2.7862 -1.2998 -4.2356 -0.334 0.360 0.352
H -3.6731 -1.5719 -3.6556 0.107 -0.084 -0.185
H -2.5977 -2.1073 -4.9531 0.129 0.077 0.198
H -3.0143 -0.3992 -4.8138 0.051 -0.185 0.083
C -0.3585 -0.6451 -4.2345 -0.087 -0.375 -0.278
H 0.1062 -1.5199 -4.7035 -0.061 0.162 0.057
H 0.4009 -0.1256 -3.6478 0.407 0.141 -0.028
H -0.6877 0.0251 -5.0363 0.234 -0.200 0.268
C -3.0541 -2.2226 -0.7159 -0.044 -0.068 -0.058
H -3.4181 -2.8651 -1.5223 0.160 0.038 0.131
H -3.5996 -2.4844 0.1983 0.027 -0.012 -0.249
H -1.9958 -2.4565 -0.5526 0.037 -0.243 0.022
C -3.5969 0.0478 0.2458 -0.022 0.262 0.002
H -2.8298 -0.1007 1.0125 -0.680 0.057 -0.337
H -4.5553 -0.3010 0.6485 0.158 0.103 -0.126
H -3.6743 1.1235 0.0641 -0.163 -0.037 -0.006
C 5.3198 -0.6026 0.4043 -0.174 0.357 0.507
H 5.2693 -0.6660 1.4953 0.168 -0.049 -0.129
H 5.9048 0.2824 0.1363 -0.123 -0.075 0.081
H 5.8732 -1.4788 0.0456 -0.208 0.112 0.008
C 4.0388 0.0450 -1.6601 0.195 0.168 0.325
H 4.3199 1.1027 -1.6103 0.050 -0.310 -0.115
C 1.3936 -0.4737 3.2002 0.439 -0.060 0.507
H 3.0968 -0.0307 -2.2056 -0.237 0.015 -0.317
H 4.8130 -0.4770 -2.2341 -0.200 0.061 0.063
C 2.8643 -2.2259 2.1319 0.069 -0.095 0.000
H 0.6464 -1.2539 3.0227 0.685 0.048 0.400
H 1.6512 -0.4829 4.2660 -0.020 -0.016 -0.193
H 0.9243 0.4872 2.9709 0.508 0.000 0.289
C 2.6494 -0.7239 2.3553 -0.525 -0.329 0.129
H 2.4762 -2.7878 2.9897 0.161 0.100 -0.145
H 3.9212 -2.4793 2.0122 -0.217 -0.013 -0.029
H 2.3332 -2.5716 1.2376 -0.053 -0.179 0.090
C 2.7767 2.4999 2.4867 -0.131 -0.455 -0.061
H 1.7000 2.6987 2.4835 0.056 0.128 0.020
H 3.2845 3.4583 2.6485 -0.050 -0.190 -0.101
H 3.0007 1.8554 3.3384 0.055 0.108 -0.049
C 3.0066 2.9452 0.0308 -0.117 -0.310 -0.160
H 3.1933 2.5259 -0.9585 0.053 0.243 -0.018
H 3.6871 3.7920 0.1821 -0.179 -0.161 -0.076
H 1.9830 3.3314 0.0460 -0.006 0.087 0.076
H -0.0061 -1.0598 1.0277 2.078 -0.719 0.108
H -0.7298 -1.0946 0.5913 -0.433 -0.845 -3.313
C -2.4697 0.3150 5.1455 -0.381 0.856 1.218
N -2.0009 -0.2787 3.8971 1.631 2.565 -1.786
C -2.1867 -1.5433 3.5384 0.271 -2.337 -1.852
C -1.5921 -1.7239 2.3299 0.174 -0.557 -0.253
N -0.9424 -0.4848 1.8307 -4.125 -0.021 5.737
C -1.3025 0.3462 2.9234 -0.752 -0.457 1.617
H -3.5758 0.2398 5.2041 0.674 -0.036 -0.135
H -2.0200 -0.2240 6.0062 -0.240 0.220 -0.612
H -2.1807 1.3859 5.2081 -0.151 -0.748 -0.172
H -2.7169 -2.2871 4.1194 -0.004 0.134 0.044
H -1.5994 -2.6742 1.8075 0.320 0.316 -0.297
H -1.0572 1.3631 3.1304 0.253 0.279 -0.291
```
Positions in Å, forces in eV/Å.

As for the LUMO energy (alpha / beta): -16.48 / -16.48 eV. Its gap between HOMO and LUMO (alpha / beta) is 5.129 / 5.130 eV. As for the HOMO energy (alpha / beta): -21.612 / -21.612 eV. Its net charge is +4.


No. 4
Density functional theory data (wB97M-V/def2-TZVPD) for C4H8O2 in the gas phase in a non-equilibrium geometry.

XYZ file:
```
14
Properties=species:S:1:pos:R:3:forces:R:3
C 1.4549 -0.1899 -0.2006 0.139 0.135 -0.098
C 0.3223 -0.1956 0.7681 0.355 0.586 -0.096
C -0.8903 0.6141 0.5694 0.111 0.148 0.329
O -0.8847 1.4429 -0.5744 0.093 0.167 0.056
C -1.2383 -0.8040 0.1858 1.202 0.066 0.223
O -1.2855 -1.0508 -1.1604 0.213 0.163 -0.094
H 2.2164 -0.9228 0.0857 -0.137 0.164 -0.046
H 1.1054 -0.4475 -1.2111 0.090 0.068 0.185
H 1.9355 0.7952 -0.2369 0.147 -0.073 -0.174
H 0.5200 -0.4937 1.8021 -0.097 -0.009 -0.417
H -1.3651 1.0976 1.4219 -0.067 -0.136 -0.103
H -0.0202 1.8746 -0.6268 -0.255 -0.084 -0.014
H -0.6665 -1.5436 0.7623 -1.664 -0.982 0.341
H -1.2037 -0.1764 -1.5851 -0.131 -0.213 -0.092
```
Positions in Å, forces in eV/Å.

As for the LUMO energy: 0.69 eV. As for the SMILES: C[C@H]1[C@@H](O)[C@H]1O. For the energy relative to the best compared isomer or geometry (same formula, charge and spin), the calculation gives 90.0 kcal per mole. Its gap between HOMO and LUMO is 8.481 eV. As for the HOMO energy: -7.795 eV.


No. 5
Density functional theory data (wB97M-V/def2-TZVPD) for 2 unconnected molecules or ions with the total composition CH4ClO2P in a non-equilibrium geometry.

XYZ file:
```
9
Properties=species:S:1:pos:R:3:forces:R:3
C -1.2763 -1.5169 0.0091 0.751 -1.295 0.765
O 0.1987 1.8614 0.4497 0.558 0.212 -0.516
O -0.8496 -0.4625 -0.3372 -0.909 0.376 -0.550
P 1.5125 1.2270 -0.3136 0.326 0.567 -0.188
Cl 1.6768 -0.5176 0.7075 0.611 -0.567 0.040
H -1.4180 -2.3716 -0.6757 -0.385 0.207 -0.310
H -1.3481 -1.8142 1.0853 -0.298 0.425 -0.239
H 0.5948 2.7162 0.6253 -0.558 0.728 0.673
H 0.9091 0.8782 -1.5505 -0.094 -0.652 0.325
```
Positions in Å, forces in eV/Å.

As for the LUMO energy: 0.72 eV. As for the SMILES: OPCl.C=O. For the energy relative to the best compared isomer or geometry (same formula, charge and spin), the calculation gives 23.6 kcal per mole. Its gap between HOMO and LUMO is 9.810 eV. As for the HOMO energy: -9.092 eV.